1.
The following is a DFT calculation (ωB97M-V with the def2-TZVPD basis set) of a 10-piece molecular cluster, H22NO9 overall.

Atoms and positions in Å:
H1 -19.5866 -15.4186 -10.8164
H2 -18.7587 -19.8903 -16.2445
H3 -19.5595 -18.8048 -15.5384
O1 -19.5345 -22.6963 -10.6697
H4 -17.4102 -21.7216 -13.2395
H5 -18.6909 -19.6875 -12.5853
H6 -19.6930 -15.8875 -14.9465
H7 -18.8962 -21.7901 -13.6144
H8 -19.2049 -18.8176 -11.3015
H9 -21.1914 -16.2412 -8.4723
H10 -19.8272 -15.9962 -12.2200
H11 -18.5348 -19.5125 -8.9201
N1 -19.1829 -18.8145 -12.3389
H12 -18.6559 -17.9661 -12.5951
O2 -17.1182 -16.8456 -12.4027
H13 -16.5894 -16.7540 -13.2068
H14 -18.3765 -18.0049 -9.1450
H15 -18.9207 -23.0790 -10.0335
H16 -20.8070 -17.0187 -9.7473
O3 -18.2968 -21.5461 -12.8939
O4 -21.8533 -18.9220 -13.1993
H17 -22.0392 -18.7999 -14.1379
O5 -18.8015 -18.7919 -9.5051
H18 -16.4878 -16.7339 -11.6800
O6 -18.7028 -19.2442 -15.5287
O7 -19.6255 -15.5935 -14.0312
H19 -18.9762 -22.2757 -11.3517
H20 -19.0654 -14.8069 -14.0683
O8 -20.1083 -16.0807 -11.2853
O9 -21.3868 -17.0464 -8.9619
H21 -20.1566 -18.8810 -12.7019
H22 -22.6805 -19.2556 -12.8254

Computed properties:
E_HOMO = -13.016 eV
LUMO energy = -0.114 hartree
energy above the lowest of the compared OMol25 structures with the same formula, charge and spin = 129.9 kJ/mol
E_tot = -744.90638 a.u.
spin multiplicity = 1
net charge = +1
Kohn-Sham gap = 9.92 eV

These are the Mulliken partial charges, in e, on atoms 1 to 5: H 0.313; H 0.309; H 0.292; O -0.637; H 0.315

***

2.
The following is a DFT calculation (ωB97M-V with the def2-TZVPD basis set) of a 10-piece molecular cluster, H22NO9 overall in a non-equilibrium geometry.

Atoms and positions in Å:
H1 -0.6699 0.8718 -2.5066
H2 0.4649 -1.7355 -2.9593
H3 -0.2146 1.0540 0.0945
H4 -0.3154 -0.5460 -0.1965
O1 -2.3494 1.7784 0.7292
O2 -1.3178 -2.0664 -0.6518
H5 -0.4339 -0.0219 1.4045
H6 1.4225 -3.1442 0.0193
O3 2.8136 0.0356 0.6551
H7 0.8509 0.0746 3.9232
N1 0.0019 0.1485 0.5019
H8 1.6940 0.9758 -1.6354
H9 -2.3089 2.6175 0.2555
H10 -0.5198 -2.6139 -0.7908
O4 -1.4768 0.6976 -3.0317
H11 3.2288 -0.6033 1.2495
O5 1.3357 -2.8386 -0.8934
H12 1.0372 0.0398 0.5996
H13 1.1524 2.2544 -2.2710
O6 0.1126 -0.1222 3.3322
O7 -0.1138 -1.6092 -3.7164
H14 -2.0074 1.4991 -2.9696
H15 -1.0676 1.8176 3.3601
H16 -1.9729 -2.4585 -1.2414
H17 -0.9843 2.6306 4.6533
H18 3.4058 0.0768 -0.1067
O8 -1.4323 2.5928 3.8016
O9 0.8944 1.5079 -1.7109
H19 2.1415 -3.1447 -1.3304
H20 -2.8114 1.9923 1.5518
H21 -0.0841 -1.0552 3.4944
H22 -0.4757 -0.7054 -3.6138

Computed properties:
E_HOMO = -13.348 eV
LUMO energy = -0.128 hartree
energy above the lowest of the compared OMol25 structures with the same formula, charge and spin = 155.3 kJ/mol
E_tot = -744.89669 a.u.
spin multiplicity = 1
net charge = +1
Kohn-Sham gap = 9.85 eV

These are the Mulliken partial charges, in e, on atoms 1 to 5: H 0.325; H 0.241; H 0.439; H 0.320; O -0.609

***

3.
The following is a DFT calculation (ωB97M-V with the def2-TZVPD basis set) of a 11-piece molecular cluster, H22O11 overall.

Atoms and positions in Å:
O1 2.9453 15.0503 22.3514
O2 0.7562 10.5175 19.2667
H1 -0.7886 18.6025 20.0470
H2 1.7503 12.0900 13.2955
O3 -0.9408 13.6588 15.9374
H3 8.9510 13.4408 16.8777
H4 6.2310 16.9587 19.4292
H5 2.6475 14.5414 17.3402
H6 -0.1666 13.5838 16.4953
H7 6.3550 15.5321 18.9381
O4 5.7397 16.1414 19.3460
O5 2.5019 11.7944 12.7818
O6 6.1722 9.6381 14.0560
H8 2.5731 18.3959 16.7494
H9 2.1461 11.1216 12.2013
O7 7.9949 13.4093 16.8448
H10 6.2395 16.1160 13.5603
H11 1.2399 11.3403 19.1956
O8 2.6012 13.5876 17.2740
H12 0.4147 17.8014 19.5973
H13 5.3713 10.0846 13.7813
H14 5.5583 14.7841 13.3282
H15 3.5707 15.3480 21.6908
O9 2.3832 17.6567 17.3271
O10 6.2305 15.2076 13.8620
H16 3.1696 14.1313 22.4974
H17 -0.0081 10.6389 18.7034
H18 -1.3177 12.7790 15.9303
H19 3.1983 17.5121 17.8077
H20 6.6759 9.5309 13.2491
O11 -0.3669 17.7491 20.1474
H21 3.3897 13.3421 16.7900
H22 7.7704 13.8085 16.0043

Computed properties:
E_HOMO = -11.102 eV
LUMO energy = -0.002 hartree
energy above the lowest of the compared OMol25 structures with the same formula, charge and spin = 229.7 kJ/mol
E_tot = -840.79266 a.u.
SMILES = O.O.O.O.O.O.O.O.O.O.O
spin multiplicity = 1
net charge = 0
Kohn-Sham gap = 11.04 eV

These are the Mulliken partial charges, in e, on atoms 1 to 5: O -0.634; O -0.634; H 0.309; H 0.317; O -0.635

***

4.
The following is a DFT calculation (ωB97M-V with the def2-TZVPD basis set) of a 11-piece molecular cluster, H22O11 overall in a non-equilibrium geometry.

Atoms and positions in Å:
H1 -1.2988 1.9391 -1.9652
H2 4.0082 -4.5192 0.8490
O1 -3.3541 -1.4881 -3.3994
H3 0.1580 -1.0250 -4.3001
O2 3.3680 -4.6679 0.1442
O3 3.8043 -0.3150 2.3783
H4 -3.1373 -1.7937 -4.2636
H5 -3.0729 -0.6082 -3.4870
O4 1.3318 -0.0731 4.4486
O5 1.9523 0.5724 -2.6201
H6 -2.3635 0.9112 -1.5421
H7 1.6267 -0.3008 -2.2157
H8 -2.6049 3.1913 -0.1899
O6 0.3134 0.0608 0.3346
O7 -1.6401 1.8704 4.0072
O8 -1.5825 1.0010 -2.0226
H9 1.7946 -0.2869 5.2787
H10 1.5766 0.8078 4.3609
H11 -1.1222 2.2799 3.2489
H12 3.6962 -0.1397 1.4160
H13 -0.0870 0.4664 -4.8703
H14 -1.3345 2.3853 4.7426
H15 -2.1297 -1.7984 2.0136
H16 2.7939 -3.8740 0.1573
H17 -0.5727 0.2307 -0.0469
H18 2.5217 0.2028 -3.2973
H19 -1.4227 -0.4636 1.8478
O9 -2.8817 3.1469 -1.1218
H20 -3.3559 3.8937 -1.2907
H21 0.2459 -0.8208 0.5863
O10 0.5647 -0.1959 -4.5387
O11 -1.7624 -1.0838 2.5557
H22 3.9665 0.4941 2.8019

Computed properties:
E_HOMO = -10.058 eV
LUMO energy = -0.002 hartree
energy above the lowest of the compared OMol25 structures with the same formula, charge and spin = 364.2 kJ/mol
E_tot = -840.74143 a.u.
SMILES = O.O.O.O.O.O.O.O.O.O.O
spin multiplicity = 1
net charge = 0
Kohn-Sham gap = 10.01 eV

These are the Mulliken partial charges, in e, on atoms 1 to 5: H 0.327; H 0.326; O -0.603; H 0.297; O -0.642

***

5.
The following is a DFT calculation (ωB97M-V with the def2-TZVPD basis set) of a 11-piece molecular cluster, H22O11 overall in a non-equilibrium geometry.

Atoms and positions in Å:
H1 9.7550 -40.5880 12.3820
O1 7.0050 -42.5980 11.8910
O2 12.3010 -39.6560 9.7670
O3 9.4270 -41.5300 15.2770
H2 8.5870 -41.2090 14.9670
H3 12.3330 -40.1470 10.5960
H4 9.2200 -38.7360 13.7580
H5 12.4960 -40.4100 9.1980
H6 10.5950 -39.5470 9.7410
O4 10.4200 -42.9800 9.7000
O5 13.6940 -40.0760 14.1820
H7 11.0280 -41.3640 12.6600
O6 9.2270 -38.8430 12.8130
H8 8.3770 -38.5480 12.5860
H9 13.2130 -42.2740 11.3950
H10 7.2210 -41.8130 11.4000
H11 9.5720 -42.1490 14.5590
H12 6.0720 -42.7200 11.7580
O7 9.7420 -39.1010 9.8250
H13 14.3750 -39.4730 13.8360
H14 9.9530 -38.3810 10.4280
H15 13.5380 -40.8070 13.5590
O8 10.2190 -41.4130 12.1350
H16 14.0550 -41.1580 11.6920
H17 9.5380 -43.3560 9.4780
O9 13.2030 -41.5140 11.9780
H18 12.8420 -39.1820 12.9220
O10 12.4490 -38.5930 12.3200
H19 13.1080 -38.2430 11.7510
H20 10.3920 -42.5250 10.5910
H21 6.7610 -40.3860 9.5870
H22 7.6920 -39.6900 10.6350
O11 7.0080 -40.3190 10.5230

Computed properties:
E_HOMO = -10.616 eV
LUMO energy = -0.009 hartree
energy above the lowest of the compared OMol25 structures with the same formula, charge and spin = 178.1 kJ/mol
E_tot = -840.81230 a.u.
SMILES = O.O.O.O.O.O.O.O.O.O.O
spin multiplicity = 1
net charge = 0
Kohn-Sham gap = 10.37 eV

These are the Mulliken partial charges, in e, on atoms 1 to 5: H 0.311; O -0.629; O -0.695; O -0.631; H 0.305

***

6.
The following is a DFT calculation (ωB97M-V with the def2-TZVPD basis set) of a 11-piece molecular cluster, H22O11 overall.

Atoms and positions in Å:
H1 -0.0308 -0.4030 -0.1650
H2 1.2260 4.1758 1.1554
H3 -0.4953 1.0437 -0.1183
O1 1.0348 0.0322 -2.3930
H4 -0.2830 2.9686 -2.0027
O2 1.4602 -2.1380 -0.1981
H5 -0.7742 -1.5495 2.0169
H6 1.9204 0.3059 -0.1047
O3 -3.1099 1.5306 0.9677
O4 2.6347 0.7338 0.3700
H7 0.1023 -2.4409 1.1455
H8 0.5291 1.6421 -1.9106
H9 1.1094 -2.3024 -1.0896
H10 2.2527 -2.6786 -0.1272
O5 0.8984 1.3098 3.2634
O6 -0.5617 -2.4739 1.8515
O7 -0.3366 -2.7415 -2.3735
H11 0.3105 -0.4191 -2.8490
H12 1.3354 2.1645 3.2200
H13 2.1990 1.2526 1.0569
O8 -0.4007 0.2540 0.4374
H14 -0.9368 -2.4988 -1.6471
O9 -2.4830 -2.2428 -0.3560
H15 -2.4091 -2.8191 0.4154
H16 -3.3920 0.9802 1.7042
H17 -0.6310 -3.6169 -2.6422
H18 -2.2108 1.2393 0.7725
O10 0.7223 3.3573 1.1586
O11 0.2243 2.4239 -1.3922
H19 -2.6138 -1.3641 0.0176
H20 0.5489 3.1568 0.2218
H21 1.8283 -0.1938 -2.8907
H22 0.3320 1.3115 2.4850

Computed properties:
E_HOMO = -10.463 eV
LUMO energy = -0.005 hartree
energy above the lowest of the compared OMol25 structures with the same formula, charge and spin = 60.8 kJ/mol
E_tot = -840.85699 a.u.
SMILES = O.O.O.O.O.O.O.O.O.O.O
spin multiplicity = 1
net charge = 0
Kohn-Sham gap = 10.33 eV

These are the Mulliken partial charges, in e, on atoms 1 to 5: H 0.050; H 0.303; H 0.327; O -0.668; H 0.272

***

> Look up the net charge of the sixth one.

0

***

Please write out number 1 again, unchanged.
The following is a DFT calculation (ωB97M-V with the def2-TZVPD basis set) of a 10-piece molecular cluster, H22NO9 overall.

Atoms and positions in Å:
H1 -19.5866 -15.4186 -10.8164
H2 -18.7587 -19.8903 -16.2445
H3 -19.5595 -18.8048 -15.5384
O1 -19.5345 -22.6963 -10.6697
H4 -17.4102 -21.7216 -13.2395
H5 -18.6909 -19.6875 -12.5853
H6 -19.6930 -15.8875 -14.9465
H7 -18.8962 -21.7901 -13.6144
H8 -19.2049 -18.8176 -11.3015
H9 -21.1914 -16.2412 -8.4723
H10 -19.8272 -15.9962 -12.2200
H11 -18.5348 -19.5125 -8.9201
N1 -19.1829 -18.8145 -12.3389
H12 -18.6559 -17.9661 -12.5951
O2 -17.1182 -16.8456 -12.4027
H13 -16.5894 -16.7540 -13.2068
H14 -18.3765 -18.0049 -9.1450
H15 -18.9207 -23.0790 -10.0335
H16 -20.8070 -17.0187 -9.7473
O3 -18.2968 -21.5461 -12.8939
O4 -21.8533 -18.9220 -13.1993
H17 -22.0392 -18.7999 -14.1379
O5 -18.8015 -18.7919 -9.5051
H18 -16.4878 -16.7339 -11.6800
O6 -18.7028 -19.2442 -15.5287
O7 -19.6255 -15.5935 -14.0312
H19 -18.9762 -22.2757 -11.3517
H20 -19.0654 -14.8069 -14.0683
O8 -20.1083 -16.0807 -11.2853
O9 -21.3868 -17.0464 -8.9619
H21 -20.1566 -18.8810 -12.7019
H22 -22.6805 -19.2556 -12.8254

Computed properties:
E_HOMO = -13.016 eV
LUMO energy = -0.114 hartree
energy above the lowest of the compared OMol25 structures with the same formula, charge and spin = 129.9 kJ/mol
E_tot = -744.90638 a.u.
spin multiplicity = 1
net charge = +1
Kohn-Sham gap = 9.92 eV

These are the Mulliken partial charges, in e, on atoms 1 to 5: H 0.313; H 0.309; H 0.292; O -0.637; H 0.315